## a
C21H34O21 | wB97M-V/def2-TZVPD

The geometry in ORCA input format:
```
! wB97M-V def2-TZVPD RIJCOSX def2/J DEFGRID3
* xyz 0 1
C -0.44288 -1.16718 6.53699
O -1.74083 -1.30912 5.97438
C -1.83254 -1.32631 4.65720
O -0.94126 -1.14806 3.85585
O -3.10821 -1.55952 4.33460
C -3.41796 -1.75965 2.96777
H 0.25816 -1.85486 6.06805
H -0.57351 -1.32148 7.60017
H -0.06508 -0.15548 6.37082
H -4.49598 -1.85750 2.88744
H -2.90954 -2.63553 2.56845
H -3.13672 -0.88414 2.37241
C 7.10905 -0.80142 -0.67737
O 6.01502 -0.15391 -0.04633
C 5.39441 -0.87067 0.88103
O 5.84019 -1.80941 1.47250
O 4.16354 -0.35772 1.04752
C 3.53072 -0.64357 2.28122
H 6.78794 -1.75655 -1.08955
H 7.92856 -0.99329 0.01748
H 7.46167 -0.13171 -1.45312
H 3.86363 0.08231 3.02213
H 3.74709 -1.66533 2.59541
H 2.45230 -0.59329 2.16672
C -2.73744 0.31280 -4.57886
O -2.22643 -0.53853 -3.57692
C -3.10352 -1.00585 -2.69142
O -4.29846 -0.97381 -2.78384
O -2.40986 -1.53321 -1.68433
C -3.16416 -1.92405 -0.54048
H -3.72811 0.71388 -4.34605
H -2.83190 -0.22519 -5.51974
H -2.07933 1.17566 -4.67395
H -3.99929 -2.58653 -0.77005
H -3.50905 -1.03736 -0.01316
H -2.49782 -2.52222 0.07689
O 3.65615 -0.61069 -5.31558
C 3.07365 -0.04792 -4.45247
O 1.81900 0.44180 -4.54978
C 1.40494 0.91558 -3.26519
C 2.73520 1.10134 -2.53350
O 3.59480 0.21515 -3.22888
H 0.78037 1.79225 -3.42697
H 0.80599 0.16902 -2.74160
H 2.62504 0.87039 -1.47963
H 3.10810 2.12737 -2.60616
O 0.16132 -0.61978 0.82849
C -0.41310 0.33048 0.42568
O -1.63682 0.71686 0.82829
C -2.03616 1.89450 0.14430
C -0.73231 2.35817 -0.52692
O 0.03020 1.15835 -0.56294
H -2.78792 1.64895 -0.60947
H -2.45550 2.62223 0.83340
H -0.19847 3.13999 0.00892
H -0.98407 2.70782 -1.52242
O -1.10250 6.89637 -0.95853
C -1.75171 6.25763 -1.70606
O -2.16108 6.66269 -2.92166
C -3.07257 5.71351 -3.50183
C -2.90976 4.49202 -2.57466
O -2.15581 4.97653 -1.47201
H -4.04273 6.19657 -3.46993
H -2.70880 5.45654 -4.49054
H -2.38108 3.67347 -3.06621
H -3.85824 4.09806 -2.20704
O 1.88321 -5.71358 0.62753
C 1.42318 -4.99061 1.43942
O 2.04183 -3.91172 1.95273
C 1.23535 -3.25808 2.94193
C -0.07629 -4.07290 2.88887
O 0.20459 -5.14270 2.00502
H 1.78795 -3.28053 3.87990
H 1.04029 -2.23430 2.64025
H -0.90449 -3.44222 2.57386
H -0.34416 -4.49080 3.86154
*
```

* LUMO: -0.15 eV
* orbital gap: 0.3860 Ha

Here are the Mulliken charges for atoms 1 to 2, given in e: C -0.54; O -0.36

=====

## b
C21H34O21 | wB97M-V/def2-TZVPD

The geometry in ORCA input format:
```
! wB97M-V def2-TZVPD RIJCOSX def2/J DEFGRID3
* xyz 0 1
C -0.32741 -2.53971 0.77992
O -1.67314 -3.02067 0.61643
C -2.75309 -2.18102 0.66905
O -2.59269 -0.95877 0.92191
O -3.92539 -2.97501 0.46336
C -5.25153 -2.32961 0.39802
H 0.05058 -2.54052 -0.24244
H 0.35968 -3.21067 1.29550
H -0.34494 -1.53762 1.20842
H -5.14411 -1.26942 0.62729
H -5.91683 -2.98844 0.95607
H -5.71028 -2.27167 -0.58904
C -3.57249 1.79722 0.42806
O -4.13164 3.09843 0.64720
C -3.45170 4.13812 0.32840
O -2.34994 4.14789 -0.17148
O -4.27961 5.09686 0.43453
C -3.75321 6.39604 0.10839
H -3.17920 1.77612 -0.58830
H -4.30312 1.00365 0.58464
H -2.69735 1.68098 1.06737
H -2.89481 6.74229 0.68403
H -4.54749 7.11680 0.30257
H -3.52472 6.56432 -0.94402
C 2.07900 0.98035 3.04359
O 1.65976 1.97031 3.95546
C 1.88023 1.86504 5.30311
O 2.50098 0.96598 5.85955
O 1.35389 2.99991 5.90449
C 1.57403 3.17048 7.31364
H 1.68185 -0.00213 3.29874
H 3.16266 0.87952 3.10358
H 1.84981 1.34291 2.04153
H 2.48673 3.76111 7.39265
H 1.70907 2.24368 7.87123
H 0.75793 3.71462 7.78902
O 2.80712 0.19883 -0.26410
C 1.76924 0.37000 -0.83290
O 1.13069 -0.63102 -1.44669
C -0.20430 -0.18245 -1.67594
C -0.22003 1.32954 -1.62444
O 0.94696 1.46790 -0.80286
H -0.49424 -0.61178 -2.63495
H -0.81187 -0.57458 -0.86035
H -1.11880 1.78313 -1.20663
H -0.08694 1.71093 -2.63683
O -3.15052 0.52917 -2.50340
C -4.11522 0.18470 -3.14109
O -5.26784 -0.22618 -2.60209
C -6.12121 -0.74499 -3.58344
C -5.30936 -0.59855 -4.79504
O -4.20004 0.21092 -4.45773
H -6.37690 -1.77962 -3.35485
H -7.01406 -0.18100 -3.85332
H -5.94739 -0.16769 -5.56665
H -5.01666 -1.59802 -5.11671
O 8.58311 0.46608 -2.54921
C 7.94603 -0.05874 -1.58440
O 8.42297 -0.91081 -0.62621
C 7.45785 -0.90705 0.41691
C 6.24305 -0.74946 -0.30341
O 6.68742 0.21698 -1.27959
H 7.55959 -1.91366 0.82248
H 7.64137 -0.21297 1.23708
H 5.41324 -0.19397 0.13357
H 5.82163 -1.62536 -0.79666
O 4.35254 -6.33259 -2.46230
C 3.83579 -5.27553 -1.97472
O 3.82594 -4.77982 -0.67306
C 2.99585 -3.52223 -0.63865
C 2.37657 -3.41985 -2.07680
O 3.26394 -4.30443 -2.74995
H 2.22485 -3.61982 0.12564
H 3.57832 -2.65595 -0.32495
H 2.37912 -2.39751 -2.45484
H 1.41042 -3.92004 -2.14356
*
```

* LUMO: -0.07 eV
* orbital gap: 0.3788 Ha

Here are the Mulliken charges for atoms 1 to 2, given in e: C -0.66; O -0.43

=====

What should be chosen as the least stable of them? Choose b.

=====

## a
H3N3O3 | wB97M-V/def2-TZVPD

The geometry in ORCA input format:
```
! wB97M-V def2-TZVPD RIJCOSX def2/J DEFGRID3
* xyz 0 1
N 1.71236 0.33856 0.03987
N 1.02904 -0.02322 1.07590
N -0.57785 0.19411 0.79871
O -1.43409 -0.45400 1.34207
O -0.69030 0.27005 -0.65368
O -1.75673 -0.51533 -1.25646
H 1.50114 0.09377 -0.90973
H 2.67561 0.94099 0.20275
H -2.45918 -0.84494 -0.63943
*
```

* LUMO (spin up / spin down): -0.51 / -0.41 eV
* orbital gap (spin up / spin down): 0.3085 / 0.3088 Ha

Here are the Mulliken charges for atoms 1 to 2, given in e: N -0.16; N -0.25

=====

## b
H3N3O3 | wB97M-V/def2-TZVPD

The geometry in ORCA input format:
```
! wB97M-V def2-TZVPD RIJCOSX def2/J DEFGRID3
* xyz 0 1
N 1.73667 -0.54424 0.15334
N 1.68791 0.75138 0.10733
O 0.83460 1.29221 -0.62682
H 2.30854 -0.93154 0.83495
H 1.05002 -1.27258 -0.11548
O -2.85397 -1.00873 -0.20206
N -1.99636 -0.29111 -0.49616
O -1.83177 0.86816 0.22702
H -0.93564 1.13647 0.11787
*
```

* LUMO: 0.12 eV
* orbital gap: 0.3706 Ha

Here are the Mulliken charges for atoms 1 to 2, given in e: N -0.09; N 0.02

=====

What should be chosen as the least stable of them? Choose a.

=====

## a
C4H13NO | wB97M-V/def2-TZVPD

The geometry in ORCA input format:
```
! wB97M-V def2-TZVPD RIJCOSX def2/J DEFGRID3
* xyz 1 2
C 1.06181 2.36348 -0.22674
C 0.90506 1.11751 0.63560
N 0.51292 -0.08555 -0.07852
C -0.01684 -1.16975 0.71640
C -0.16097 -2.43903 -0.10410
H 1.97949 2.27326 -0.79621
H 0.96346 3.27725 0.34882
H 0.26267 2.40956 -0.98174
H 1.88186 0.99855 1.13024
H 0.19817 1.19345 1.49077
H -0.03309 0.04742 -0.94043
H 0.63973 -1.35962 1.57598
H -0.96282 -0.81241 1.19034
H -0.30945 -3.28319 0.56986
H -0.98328 -2.34383 -0.80880
H 0.75140 -2.66586 -0.68292
H -1.62696 0.42569 -0.56901
H -2.89880 -0.25866 -1.13426
O -2.16437 0.31174 -1.33526
*
```

* LUMO (spin up / spin down): -3.04 / -8.06 eV
* orbital gap (spin up / spin down): 0.4795 / 0.2958 Ha
* <S²>: 0.754

Here are the Mulliken charges for atoms 1 to 2, given in e: C -1.10; C -0.35

=====

## b
C4H13NO | wB97M-V/def2-TZVPD

The geometry in ORCA input format:
```
! wB97M-V def2-TZVPD RIJCOSX def2/J DEFGRID3
* xyz 1 2
C 0.22764 -1.24851 -3.45720
C -0.28752 -1.04719 -2.06175
N 1.13388 0.58047 4.95652
H -0.11797 -0.51894 -4.18456
H 1.31924 -1.20015 -3.52134
H -0.01354 -2.27683 -3.72180
H 0.03496 -1.87624 -1.40638
H -1.39611 -1.14331 -1.99097
H 2.08470 0.44019 4.66145
H 0.49007 -0.10613 4.63464
H 0.83778 1.52674 4.89621
C -0.29630 0.16485 0.05888
O -0.04583 0.15270 -1.41053
C -0.78613 1.56935 0.37729
H 0.67326 -0.08490 0.48078
H -1.00110 -0.64431 0.24601
H -0.31578 1.97243 1.26985
H -1.83033 1.56969 0.69652
H -0.71093 2.17007 -0.52364
*
```

* LUMO (spin up / spin down): -3.07 / -9.06 eV
* orbital gap (spin up / spin down): 0.3317 / 0.1114 Ha
* <S²>: 0.754

Here are the Mulliken charges for atoms 1 to 2, given in e: C -1.20; C -0.11

=====

What should be chosen as the least stable of them? Choose b.

=====

## a
C5H11B | wB97M-V/def2-TZVPD

The geometry in ORCA input format:
```
! wB97M-V def2-TZVPD RIJCOSX def2/J DEFGRID3
* xyz 0 1
B 0.33124 0.25259 -0.40139
C -0.95390 -1.21191 1.99351
C -1.45687 -0.20582 1.29066
C 0.05616 -1.09830 -1.23144
C 1.62335 1.20404 -0.92771
C -0.56242 0.80866 0.66618
H -1.54032 -2.08636 2.27769
H 0.04041 -1.19639 2.47732
H -2.55407 -0.20876 1.10510
H -0.73291 -1.64711 -0.68909
H 0.99115 -1.67228 -1.39919
H -0.40427 -1.01710 -2.22225
H 1.47916 1.70469 -1.84536
H 2.38901 0.38355 -1.06350
H 1.78808 1.86854 -0.12014
H -1.32897 1.83091 0.03925
H 0.03080 1.22915 1.40306
*
```

* LUMO: 0.52 eV
* orbital gap: 0.3644 Ha

Here are the Mulliken charges for atoms 1 to 2, given in e: B 0.14; C -0.66

=====

## b
C5H11B | wB97M-V/def2-TZVPD

The geometry in ORCA input format:
```
! wB97M-V def2-TZVPD RIJCOSX def2/J DEFGRID3
* xyz 0 1
C -2.22731 -0.11806 2.04219
C -1.21293 -0.34370 0.98752
C -0.22736 0.47558 0.70275
B 0.94888 0.07501 -0.72471
C 0.40131 0.36507 -2.24933
C 2.36769 -0.39210 -0.49888
H -1.83275 0.51690 2.88143
H -2.63984 -1.03781 2.48722
H -3.14578 0.34889 1.72506
H -1.61217 -1.10056 0.26634
H -0.09454 1.49424 1.27212
H 0.33185 -0.52709 -2.83421
H 1.24590 0.92068 -2.79978
H -0.55613 0.93399 -2.27628
H 2.62948 -1.09327 -1.32054
H 2.51731 -0.93775 0.46584
H 3.10638 0.41999 -0.12676
*
```

* LUMO: 0.66 eV
* orbital gap: 0.3574 Ha

Here are the Mulliken charges for atoms 1 to 2, given in e: C -1.18; C 0.20

=====

What should be chosen as the least stable of them? Choose a.